1.
C41H51BiI2N2O6P2S2 as an isolated structure. Source: the Open Molecules 2025 dataset; level of theory: ωB97M-V with the def2-TZVPD basis set.

The geometry in ORCA input format:
```
! RIJCOSX wB97M-V def2-TZVPD def2/J DEFGRID3
* xyz -1 2
Bi -0.09 -0.27 -0.85
S -0.61 -1.88 -2.78
C -2.37 -1.98 -2.83
C -2.92 -2.62 -3.95
C -4.28 -2.78 -4.10
C -5.14 -2.29 -3.13
C -4.62 -1.65 -2.02
C -3.24 -1.49 -1.85
S -2.70 -0.71 -0.37
H -2.24 -3.00 -4.71
H -4.67 -3.29 -4.97
H -6.21 -2.41 -3.23
H -5.28 -1.26 -1.25
I -2.66 2.57 -4.40
C -0.60 2.26 -4.31
C 0.20 2.63 -5.38
C 1.57 2.41 -5.30
I 2.73 3.00 -6.95
C 2.18 1.79 -4.20
C 3.56 1.52 -4.03
C 3.99 0.84 -2.87
C 3.09 0.45 -1.93
N 1.76 0.70 -2.03
C 1.31 1.38 -3.15
C -0.08 1.64 -3.18
O -0.84 1.29 -2.15
H -0.23 3.07 -6.26
H 4.27 1.85 -4.78
H 5.05 0.63 -2.73
H 3.40 -0.10 -1.04
O -1.85 -2.81 1.91
C -2.01 -3.01 0.81
O 1.23 -0.93 1.72
N 0.84 -1.39 2.86
C 0.25 -0.58 3.77
C -0.12 -1.06 5.00
C 0.09 -2.39 5.33
C 0.67 -3.21 4.37
C 1.04 -2.69 3.15
H 0.09 0.43 3.44
H -0.57 -0.37 5.70
H -0.19 -2.78 6.29
H 0.83 -4.26 4.56
H 1.52 -3.26 2.36
C -2.87 4.79 1.23
C -2.26 3.75 0.30
C -3.37 2.81 -0.18
C -1.64 4.40 -0.94
P -0.96 2.60 1.07
C -1.81 2.26 2.68
C -1.88 3.12 3.78
C -2.58 2.76 4.92
C -3.24 1.54 4.99
C -3.20 0.68 3.90
C -2.48 1.04 2.77
C 0.59 3.60 1.52
C 1.29 2.86 2.66
C 1.49 3.47 0.27
C 0.46 5.08 1.87
H -3.55 5.42 0.64
H -2.13 5.45 1.69
H -3.46 4.32 2.02
H -4.18 3.41 -0.61
H -3.79 2.22 0.64
H -3.01 2.12 -0.94
H -2.43 4.87 -1.54
H -1.15 3.65 -1.57
H -0.91 5.17 -0.69
H -1.39 4.08 3.75
H -2.62 3.45 5.76
H -3.79 1.27 5.88
H -3.71 -0.27 3.93
H -2.45 0.35 1.93
H 1.52 1.83 2.37
H 0.69 2.84 3.58
H 2.24 3.37 2.89
H 1.66 2.42 0.01
H 2.46 3.93 0.47
H 1.05 3.96 -0.60
H -0.09 5.25 2.80
H -0.03 5.65 1.08
H 1.46 5.49 2.00
C 4.51 -3.16 2.03
C 3.82 -2.69 0.77
O 2.96 -3.73 0.30
P 1.62 -3.32 -0.59
O 1.47 -4.77 -1.33
C 1.01 -5.95 -0.68
C -0.15 -5.73 0.28
O 2.31 -2.50 -1.79
C 2.54 -2.86 -3.16
C 3.88 -3.54 -3.32
H 5.31 -2.47 2.31
H 4.94 -4.15 1.87
H 3.81 -3.24 2.86
H 4.56 -2.48 -0.01
H 3.25 -1.78 0.96
H 1.86 -6.40 -0.15
H 0.70 -6.62 -1.48
H 0.16 -5.16 1.16
H -0.53 -6.70 0.62
H -0.95 -5.18 -0.21
H 2.50 -1.92 -3.71
H 1.73 -3.50 -3.50
H 4.69 -2.87 -3.02
H 4.02 -3.82 -4.36
H 3.92 -4.44 -2.70
*
```

Output
- E_LUMO (spin up / spin down): 2.07 / 2.07 eV
- HOMO-LUMO gap (spin up / spin down): 4.26 / 6.42 eV
- Relative energy (zero: lowest compared OMol25 entry of this formula, charge and spin): 14.5 kcal/mol
- HOMO level (spin up / spin down): -2.19 / -4.35 eV

---

2.
C41H51CsFN3O8P3SSe2 as an isolated structure at a distorted geometry. Source: the Open Molecules 2025 dataset; level of theory: ωB97M-V with the def2-TZVPD basis set.

The geometry in ORCA input format:
```
! RIJCOSX wB97M-V def2-TZVPD def2/J DEFGRID3
* xyz -1 1
Cs 0.88 -0.99 -1.22
C -0.46 0.20 -6.02
Se -1.66 -0.34 -4.57
C -2.78 1.23 -4.67
C -2.05 2.55 -4.43
Se -1.28 2.78 -2.66
C -2.96 3.17 -1.76
H -1.04 0.62 -6.84
H 0.04 -0.70 -6.38
H 0.29 0.91 -5.69
H -3.56 1.03 -3.93
H -3.24 1.25 -5.66
H -2.72 3.39 -4.59
H -1.21 2.66 -5.12
H -3.38 4.10 -2.15
H -2.74 3.28 -0.70
H -3.65 2.35 -1.89
C -2.67 2.34 3.61
C -2.91 0.93 3.07
C -3.00 0.94 1.54
C -1.82 -0.04 3.54
C -1.90 -0.44 5.02
O -0.54 -0.28 5.51
C 0.14 0.31 4.49
N -0.47 0.53 3.41
C 1.56 0.62 4.72
C 2.05 0.63 6.02
C 3.39 0.89 6.27
C 4.24 1.12 5.20
C 3.75 1.10 3.90
C 2.41 0.85 3.63
P 1.70 0.80 1.92
C 3.24 0.84 0.91
C 3.52 1.79 -0.07
C 4.61 1.63 -0.92
C 5.44 0.52 -0.79
C 5.16 -0.44 0.17
C 4.07 -0.29 1.00
C 1.13 2.54 1.77
C 1.65 3.58 2.53
C 1.21 4.88 2.35
C 0.24 5.16 1.39
C -0.28 4.14 0.62
C 0.16 2.83 0.81
H -3.52 2.98 3.39
H -1.77 2.77 3.15
H -2.52 2.34 4.70
H -3.85 0.56 3.47
H -2.03 1.24 1.12
H -3.76 1.64 1.20
H -3.26 -0.04 1.13
H -1.86 -0.93 2.89
H -2.18 -1.48 5.17
H -2.55 0.21 5.60
H 1.37 0.43 6.84
H 3.76 0.90 7.29
H 5.29 1.32 5.37
H 4.44 1.28 3.08
H 2.87 2.65 -0.19
H 4.80 2.36 -1.70
H 6.29 0.40 -1.45
H 5.79 -1.32 0.26
H 3.84 -1.06 1.74
H 2.41 3.38 3.28
H 1.62 5.68 2.96
H -0.10 6.18 1.25
H -1.02 4.35 -0.14
H -0.25 2.03 0.21
C 1.33 -6.19 -0.07
C 0.58 -4.88 0.17
O -0.52 -5.13 1.03
P -0.05 -4.17 -1.40
O 1.22 -4.07 -2.35
O -0.96 -5.27 -2.12
O -0.76 -2.90 -1.17
P 1.76 -3.61 0.85
O 0.66 -2.64 1.57
O 2.75 -4.10 1.83
O 2.26 -2.88 -0.40
H 0.79 -6.82 -0.78
H 1.41 -6.71 0.88
H 2.33 -6.01 -0.45
H -0.86 -4.28 1.33
H 1.82 -3.57 -1.67
H -1.89 -5.08 -1.95
H 1.14 -2.10 2.20
S 2.35 0.81 -3.53
C 3.75 0.08 -4.00
N 3.75 -1.30 -4.17
C 4.83 -2.03 -4.47
C 6.02 -1.41 -4.68
C 6.00 0.00 -4.54
N 4.96 0.71 -4.22
H 2.86 -1.75 -4.00
H 4.69 -3.10 -4.55
H 6.91 -1.96 -4.93
H 6.92 0.56 -4.69
F -9.06 -1.07 0.24
C -7.78 -1.00 -0.28
C -7.03 0.14 -0.13
C -5.75 0.21 -0.65
C -5.12 -0.88 -1.35
C -3.83 -0.84 -1.87
C -5.97 -2.04 -1.47
C -7.25 -2.09 -0.95
H -7.46 0.99 0.39
H -5.19 1.13 -0.51
H -3.18 0.01 -1.72
H -3.38 -1.72 -2.32
H -5.58 -2.90 -1.99
H -7.85 -2.99 -1.06
*
```

Output
- E_LUMO: 1.21 eV
- HOMO-LUMO gap: 3.06 eV
- Relative energy (zero: lowest compared OMol25 entry of this formula, charge and spin): 0.0 kcal/mol
- HOMO level: -1.85 eV

---

3.
C41H51CsN8O6S4 as an isolated structure. Source: the Open Molecules 2025 dataset; level of theory: ωB97M-V with the def2-TZVPD basis set.

The geometry in ORCA input format:
```
! RIJCOSX wB97M-V def2-TZVPD def2/J DEFGRID3
* xyz -2 1
Cs 0.38 0.05 -1.42
C 5.70 -3.41 1.41
C 4.67 -4.30 0.70
C 3.33 -4.17 1.42
C 5.11 -5.77 0.79
C 4.58 -3.86 -0.77
C 5.62 -4.17 -1.65
C 5.61 -3.74 -2.97
C 4.53 -2.98 -3.41
S 4.24 -2.30 -4.96
C 2.71 -1.60 -4.34
N 2.49 -1.86 -3.10
C 3.49 -2.64 -2.54
C 3.52 -3.09 -1.22
C 1.86 -0.78 -5.24
C 2.27 -0.60 -6.57
C 1.53 0.20 -7.42
C 0.38 0.80 -6.93
C -0.01 0.58 -5.62
C 0.70 -0.21 -4.69
H 5.80 -3.71 2.46
H 5.37 -2.37 1.37
H 6.68 -3.49 0.94
H 3.43 -4.52 2.45
H 2.55 -4.76 0.93
H 2.99 -3.13 1.45
H 5.15 -6.07 1.84
H 6.10 -5.95 0.36
H 4.40 -6.42 0.28
H 6.47 -4.74 -1.30
H 6.43 -3.99 -3.64
H 2.71 -2.79 -0.57
H 3.18 -1.06 -6.94
H 1.85 0.35 -8.45
H -0.22 1.44 -7.58
H -0.92 1.08 -5.29
C 1.72 0.35 7.39
C 1.89 0.20 5.90
C 2.19 1.30 5.10
C 2.35 1.16 3.72
C 2.20 -0.09 3.13
C 1.91 -1.20 3.92
C 1.76 -1.05 5.29
S 2.29 -0.24 1.34
O 3.66 -0.50 0.98
O 1.78 1.05 0.90
O 1.40 -1.38 1.08
H 1.57 1.39 7.67
H 2.60 -0.03 7.92
H 0.86 -0.22 7.74
H 2.29 2.28 5.55
H 2.56 2.02 3.10
H 1.78 -2.16 3.45
H 1.52 -1.91 5.90
S 2.86 4.71 -0.38
C 1.62 4.50 0.67
N 0.35 4.20 0.41
C -0.61 4.32 1.49
C 0.17 3.99 2.75
S 1.81 4.70 2.43
H 0.00 4.07 -0.54
H -1.44 3.63 1.34
H -1.01 5.34 1.53
H 0.27 2.91 2.89
H -0.26 4.43 3.65
C -1.69 -1.39 2.31
N -2.37 -1.02 3.57
C -1.83 0.28 4.01
N -2.01 1.34 3.01
C -1.32 0.89 1.79
N -1.86 -0.37 1.28
C -3.29 -0.20 1.03
N -4.03 0.20 2.25
C -3.79 -0.82 3.27
C -3.44 1.45 2.72
H -2.10 -2.33 1.96
H -0.62 -1.51 2.50
H -0.76 0.16 4.21
H -2.33 0.57 4.93
H -0.26 0.76 2.00
H -1.42 1.65 1.00
H -3.71 -1.13 0.64
H -3.41 0.57 0.27
H -4.20 -1.77 2.91
H -4.31 -0.53 4.19
H -3.96 1.77 3.63
H -3.58 2.21 1.95
C -5.94 2.37 -0.90
C -6.07 1.67 -2.25
C -4.78 1.68 -3.10
C -5.04 0.90 -4.39
C -3.82 0.79 -5.29
C -4.47 3.12 -3.44
O -5.21 3.79 -4.15
N -3.34 3.63 -2.90
C -2.43 2.94 -2.06
O -1.53 3.64 -1.60
N -2.60 1.64 -1.81
C -3.67 0.97 -2.29
O -3.84 -0.23 -2.08
H -6.89 2.35 -0.37
H -5.65 3.42 -1.02
H -5.20 1.88 -0.27
H -6.85 2.14 -2.84
H -6.33 0.62 -2.09
H -5.86 1.40 -4.92
H -5.38 -0.10 -4.10
H -3.44 1.77 -5.57
H -4.05 0.25 -6.21
H -3.01 0.25 -4.79
H -3.11 4.59 -3.09
*
```

Output
- E_LUMO: 3.56 eV
- HOMO-LUMO gap: 5.34 eV
- Relative energy (zero: lowest compared OMol25 entry of this formula, charge and spin): 0.0 kcal/mol
- HOMO level: -1.78 eV

---

4.
C41H52CsFN12O5S as an isolated structure at a distorted geometry. Source: the Open Molecules 2025 dataset; level of theory: ωB97M-V with the def2-TZVPD basis set.

The geometry in ORCA input format:
```
! RIJCOSX wB97M-V def2-TZVPD def2/J DEFGRID3
* xyz -2 1
Cs -1.20 -0.79 -0.08
C -1.64 -3.10 3.51
C -3.12 -2.92 3.13
C -3.36 -2.25 1.77
N -2.68 -2.92 0.69
C -3.15 -3.93 0.06
C -4.45 -4.52 0.28
C -4.95 -5.75 -0.08
C -4.35 -6.82 -0.75
C -3.08 -6.81 -1.31
C -2.17 -5.79 -1.46
C -2.22 -4.40 -1.06
N -1.48 -3.46 -1.53
C -0.54 -3.65 -2.60
C 0.62 -2.65 -2.47
C 1.62 -2.98 -1.34
N 1.34 -2.20 -0.16
C 2.11 -2.28 0.87
C 3.24 -3.15 1.02
C 4.35 -3.02 1.83
C 4.71 -2.00 2.72
C 3.91 -0.91 3.10
C 2.59 -0.65 2.82
C 1.64 -1.44 2.05
N 0.37 -1.47 2.21
C -0.35 -0.84 3.28
C -0.96 -1.91 4.20
H -1.08 -3.35 2.61
H -1.56 -3.97 4.17
H -3.63 -2.32 3.90
H -3.60 -3.90 3.11
H -2.96 -1.22 1.81
H -4.44 -2.14 1.62
H -5.11 -3.91 0.87
H -5.97 -5.93 0.25
H -4.93 -7.74 -0.83
H -2.76 -7.76 -1.74
H -1.27 -6.06 -2.00
H -1.05 -3.46 -3.56
H -0.10 -4.65 -2.67
H 0.20 -1.65 -2.29
H 1.15 -2.62 -3.43
H 2.65 -2.80 -1.69
H 1.56 -4.06 -1.12
H 3.24 -4.01 0.35
H 5.09 -3.81 1.72
H 5.70 -2.06 3.17
H 4.39 -0.18 3.74
H 2.18 0.23 3.29
H -1.16 -0.24 2.84
H 0.24 -0.16 3.91
H -1.66 -1.42 4.88
H -0.14 -2.31 4.82
C -2.40 3.14 -5.02
C -1.75 2.06 -4.20
N -2.39 1.11 -3.65
N -3.73 1.07 -3.85
C -4.56 0.26 -3.11
N -5.88 0.41 -3.53
S -4.13 -0.69 -1.86
C -0.27 2.09 -3.99
C 0.40 3.31 -3.94
C 1.77 3.31 -3.73
C 2.43 2.10 -3.60
C 1.67 0.94 -3.66
N 0.36 0.93 -3.86
H -3.04 2.71 -5.79
H -1.65 3.75 -5.52
H -3.02 3.79 -4.39
H -4.17 1.76 -4.44
H -6.02 0.43 -4.53
H -6.47 -0.26 -3.06
H -0.14 4.24 -4.02
H 2.32 4.25 -3.66
H 3.49 2.05 -3.42
H 2.14 -0.03 -3.54
F 2.79 2.75 3.66
C 1.67 3.45 3.41
C 0.76 3.01 2.53
N -0.35 3.73 2.19
C -1.37 3.08 1.38
C -2.24 2.06 2.17
O -2.26 2.19 3.41
O -2.77 1.22 1.42
C -0.63 4.93 2.80
O -1.58 5.64 2.53
N 0.31 5.32 3.74
C 1.49 4.69 4.12
O 2.23 5.19 4.95
H 0.89 2.07 2.01
H -0.87 2.55 0.57
H -2.02 3.85 0.96
H 0.10 6.19 4.22
C 3.82 4.81 -0.23
N 2.65 3.98 -0.41
C 1.38 4.68 -0.31
C 2.61 2.59 -0.35
O 1.52 2.03 -0.45
N 3.79 1.89 -0.34
C 5.00 2.18 0.41
C 3.72 0.46 -0.65
H 3.53 5.83 -0.49
H 4.64 4.52 -0.88
H 4.17 4.84 0.81
H 1.41 5.55 -0.98
H 1.18 5.03 0.70
H 0.58 4.02 -0.62
H 5.02 3.18 0.82
H 5.87 2.04 -0.23
H 5.08 1.48 1.25
H 2.77 0.21 -1.10
H 3.84 -0.12 0.26
H 4.54 0.21 -1.33
*
```

Output
- E_LUMO: 3.19 eV
- HOMO-LUMO gap: 4.21 eV
- Relative energy (zero: lowest compared OMol25 entry of this formula, charge and spin): 50.0 kcal/mol
- HOMO level: -1.02 eV